Record 1
This record from OMol25 describes a structure of composition C39H66F15N16O19S9 at a distorted geometry. The level of theory is wB97M-V/def2-TZVPD.

Computed properties:
* E_tot: -242527.0940 eV
* max |F|: 6.57 eV/Å
* frontier orbital gap: 9.51 eV
* charge: +1
* HOMO level: -11.2 eV
* molecular weight: 1636.6 Da

Geometry as XYZ:
```
164
C39H66F15N16O19S9, DFT wB97M-V/def2-TZVPD
C -0.978 5.208 -5.733
C -0.203 4.155 -4.915
N 1.086 3.670 -5.507
C 1.607 2.392 -5.327
C 2.909 2.448 -5.532
N 3.166 3.675 -6.072
C 2.074 4.451 -5.947
C 4.456 4.102 -6.696
H -1.465 4.856 -6.651
H -0.187 5.936 -5.968
H -1.714 5.776 -5.121
H -0.819 3.319 -4.756
H -0.020 4.617 -3.933
H 1.113 1.587 -4.914
H 3.676 1.707 -5.509
H 2.029 5.521 -6.170
H 4.402 5.179 -6.677
H 4.470 3.820 -7.751
H 5.229 3.599 -6.124
C 6.608 -0.291 1.843
C 5.190 -0.891 1.582
N 5.236 -2.312 1.895
C 6.001 -3.273 1.333
C 5.713 -4.451 1.996
N 4.801 -4.113 3.017
C 4.446 -2.836 2.879
C 4.315 -4.995 4.076
H 6.457 0.819 1.751
H 7.253 -0.530 0.987
H 7.004 -0.749 2.784
H 4.645 -0.737 0.698
H 4.628 -0.394 2.367
H 6.573 -3.115 0.429
H 6.084 -5.405 1.848
H 3.652 -2.315 3.366
H 3.946 -4.398 4.863
H 5.172 -5.531 4.458
H 3.478 -5.620 3.691
C -1.618 4.481 5.354
C -1.224 5.911 5.490
N -0.406 6.413 4.357
C 0.889 6.009 4.026
C 1.380 6.934 3.142
N 0.406 7.862 2.964
C -0.644 7.533 3.682
C 0.358 8.948 1.992
H -0.769 3.811 5.157
H -2.344 4.316 4.539
H -2.052 4.184 6.312
H -0.607 6.274 6.359
H -2.077 6.576 5.523
H 1.359 5.134 4.384
H 2.418 6.986 2.841
H -1.553 8.123 3.732
H 0.008 8.584 1.046
H 1.262 9.449 1.781
H -0.392 9.674 2.405
C 2.359 3.029 1.477
C 1.735 2.357 0.294
N 0.727 1.330 0.708
C 1.094 0.175 1.476
C -0.039 -0.429 1.785
N -1.089 0.383 1.346
C -0.608 1.391 0.723
C -2.451 0.125 1.708
H 3.125 2.437 1.972
H 1.622 3.364 2.122
H 2.853 3.992 1.285
H 2.475 1.849 -0.348
H 1.160 3.050 -0.329
H 2.072 -0.200 1.423
H -0.249 -1.362 2.341
H -1.249 2.210 0.311
H -3.051 0.292 0.864
H -2.607 0.669 2.657
H -2.591 -0.979 1.902
C -2.902 -5.130 -8.560
C -3.628 -4.578 -7.331
N -2.795 -4.708 -6.121
C -2.756 -5.880 -5.363
C -2.056 -5.537 -4.215
N -1.801 -4.235 -4.311
C -2.263 -3.719 -5.408
C -1.145 -3.430 -3.318
H -2.587 -6.121 -8.400
H -2.133 -4.462 -8.788
H -3.719 -5.148 -9.318
H -4.599 -5.029 -7.091
H -3.794 -3.548 -7.471
H -3.432 -6.719 -5.449
H -1.621 -6.168 -3.406
H -2.511 -2.673 -5.633
H -1.211 -3.910 -2.354
H -1.620 -2.458 -3.237
H -0.115 -3.214 -3.554
C -3.344 -4.419 5.914
C -3.885 -3.957 4.595
N -3.102 -4.575 3.500
C -1.754 -4.410 3.266
C -1.434 -5.119 2.176
N -2.546 -5.835 1.788
C -3.527 -5.434 2.609
C -2.661 -6.591 0.502
H -3.966 -4.093 6.742
H -2.295 -4.021 6.050
H -3.209 -5.511 5.976
H -3.811 -2.879 4.472
H -4.877 -4.388 4.410
H -1.116 -3.773 3.858
H -0.465 -5.230 1.759
H -4.487 -5.866 2.583
H -2.544 -5.877 -0.290
H -3.639 -7.018 0.515
H -1.911 -7.412 0.475
N -1.669 6.381 0.893
S -0.778 5.166 0.423
O -0.488 4.204 1.378
O 0.309 5.739 -0.355
F -1.684 4.363 -0.578
S -3.007 6.322 1.769
O -3.211 7.461 2.531
O -3.290 4.981 2.151
F -3.964 6.557 0.504
N 5.181 2.375 -2.234
S 5.516 3.907 -2.680
O 5.142 4.934 -1.832
O 5.042 4.073 -4.022
F 7.167 4.110 -2.792
S 5.713 1.705 -0.876
O 5.511 0.358 -1.052
O 5.291 2.450 0.279
F 7.294 1.784 -0.835
N -1.575 -1.597 5.229
S 0.023 -1.585 5.685
O 0.356 -0.281 6.089
O 0.726 -2.422 4.725
F -0.060 -2.382 7.097
S -2.651 -0.592 5.903
O -2.673 -0.506 7.330
O -3.827 -0.912 5.123
F -2.235 0.851 5.485
C 2.194 -5.652 0.415
F 2.175 -5.530 1.733
F 3.481 -5.821 0.102
F 1.548 -6.755 0.227
S 1.474 -4.152 -0.496
O 0.141 -4.139 -0.063
O 2.374 -3.111 0.038
O 1.590 -4.445 -1.918
C -6.398 -2.694 -1.257
F -6.844 -3.928 -1.163
F -7.326 -1.948 -1.814
F -6.233 -2.313 0.077
S -4.644 -2.713 -1.981
O -4.108 -3.893 -1.322
O -4.855 -2.709 -3.422
N -3.764 -1.544 -1.355
S -3.997 -0.092 -1.921
O -5.303 0.087 -2.485
O -3.385 0.841 -1.016
C -2.917 0.078 -3.379
F -3.190 -0.887 -4.281
F -3.022 1.266 -3.970
F -1.600 -0.085 -3.023
```

Mulliken population analysis, charges in e, atoms 1 to 99: C -1.16; C -0.31; N 0.22; C -0.90; C -0.31; N 0.18; C 0.05; C -0.84; H 0.31; H 0.33; H 0.35; H 0.29; H 0.34; H 0.70; H 0.48; H 0.26; H 0.27; H 0.32; H 0.41; C -1.35; C -0.53; N 0.49; C -0.25; C -0.79; N 0.20; C -0.46; C -0.94; H 0.32; H 0.35; H 0.40; H 0.64; H 0.22; H 0.46; H 0.58; H 0.58; H 0.41; H 0.38; H 0.27; C -0.86; C -0.65; N 0.46; C -0.52; C -0.54; N 0.27; C -0.63; C -0.79; H 0.26; H 0.22; H 0.45; H 0.37; H 0.36; H 0.52; H 0.46; H 0.54; H 0.32; H 0.39; H 0.28; C -1.26; C -0.51; N 0.52; C -1.62; C -0.44; N 0.75; C -0.16; C -0.34; H 0.31; H 0.53; H 0.38; H 0.50; H 0.08; H 0.76; H 0.60; H 0.46; H 0.16; H 0.15; H 0.11; C -1.14; C -0.65; N 0.26; C -0.69; C -0.13; N 0.32; C -0.06; C -0.04; H 0.36; H 0.36; H 0.35; H 0.46; H 0.36; H 0.39; H 0.46; H 0.32; H -0.13; H -0.27; H 0.42; C -1.04; C 0.00; N 0.30; C -0.41

=====

Record 2
This record from OMol25 describes a structure of composition C78H76ClNO2P3STeTi at a distorted geometry. The level of theory is wB97M-V/def2-TZVPD.

Computed properties:
* E_tot: -169335.2122 eV
* max |F|: 2.29 eV/Å
* frontier orbital gap (alpha / beta): 4.11 / 4.11 eV
* multiplicity: 2
* HOMO level (alpha / beta): -4.7 / -4.7 eV
* molecular weight: 1395.4 Da

Geometry as XYZ:
```
164
C78H76ClNO2P3STeTi, DFT wB97M-V/def2-TZVPD
Ti 0.095 -0.546 0.403
O 0.873 1.228 0.762
S 0.183 2.095 -0.319
C -0.356 3.544 0.604
C 0.685 4.099 1.323
C 0.642 5.370 1.898
C -0.460 6.137 1.669
C -0.767 7.559 2.062
C -2.197 7.818 1.531
C -2.601 6.523 0.871
C -3.752 6.155 0.251
C -3.871 4.832 -0.203
C -2.881 3.874 -0.100
P -3.267 2.090 -0.386
C -4.637 2.186 -1.625
C -5.962 2.526 -1.332
C -6.903 2.631 -2.345
C -6.541 2.414 -3.669
C -5.241 2.037 -3.968
C -4.307 1.906 -2.949
C -4.248 1.779 1.144
C -5.115 0.684 1.147
C -5.793 0.318 2.299
C -5.618 1.043 3.471
C -4.764 2.135 3.479
C -4.076 2.496 2.326
C -1.611 4.258 0.453
C -1.554 5.587 0.971
C 1.552 2.861 -1.221
C 1.246 4.129 -1.673
C 2.103 4.902 -2.464
C 3.317 4.375 -2.779
C 4.455 4.965 -3.568
C 5.571 3.896 -3.501
C 4.962 2.762 -2.718
C 5.488 1.562 -2.350
C 4.670 0.690 -1.624
C 3.357 0.948 -1.253
P 2.604 -0.489 -0.356
C 3.315 -1.815 -1.417
C 4.322 -2.709 -1.081
C 4.743 -3.665 -1.999
C 4.169 -3.729 -3.257
C 3.172 -2.825 -3.607
C 2.751 -1.878 -2.692
C 3.686 -0.535 1.139
C 4.353 0.610 1.582
C 5.132 0.588 2.731
C 5.266 -0.583 3.461
C 4.615 -1.730 3.031
C 3.825 -1.703 1.892
C 2.798 2.233 -1.564
C 3.653 3.085 -2.323
H 1.591 3.512 1.420
H 1.485 5.739 2.470
H -0.045 8.246 1.617
H -0.708 7.686 3.143
H -2.221 8.642 0.817
H -2.882 8.073 2.341
H -4.585 6.840 0.141
H -4.810 4.551 -0.648
H -6.266 2.694 -0.306
H -7.927 2.884 -2.096
H -7.277 2.513 -4.457
H -4.953 1.822 -4.990
H -3.323 1.528 -3.186
H -5.265 0.118 0.233
H -6.463 -0.533 2.281
H -6.152 0.762 4.371
H -4.635 2.713 4.386
H -3.411 3.352 2.351
H 0.295 4.562 -1.396
H 1.798 5.886 -2.797
H 4.780 5.913 -3.138
H 4.147 5.163 -4.596
H 6.461 4.279 -3.000
H 5.876 3.559 -4.492
H 6.503 1.277 -2.601
H 5.102 -0.251 -1.315
H 4.800 -2.666 -0.111
H 5.526 -4.361 -1.722
H 4.493 -4.483 -3.964
H 2.721 -2.865 -4.590
H 1.967 -1.176 -2.952
H 4.275 1.527 1.013
H 5.640 1.491 3.049
H 5.866 -0.596 4.362
H 4.727 -2.654 3.585
H 3.328 -2.613 1.580
C -5.952 -3.726 -7.031
C -4.957 -3.437 -5.935
C -5.324 -2.758 -4.783
C -4.394 -2.427 -3.796
C -4.894 -1.813 -2.513
C -3.041 -2.760 -3.968
Te -1.164 -1.432 -3.152
N -1.190 -0.860 -1.179
C -1.856 -1.400 -0.162
O -1.684 -0.725 0.964
C -2.611 -2.679 -0.012
C -2.618 -3.740 -0.911
C -3.370 -4.876 -0.659
C -4.106 -4.993 0.509
C -4.066 -3.967 1.443
C -3.318 -2.831 1.189
C 0.212 0.323 -4.089
C 1.061 -0.335 -4.988
C 1.932 0.336 -5.837
C 1.971 1.724 -5.804
C 1.087 2.401 -4.978
C 0.183 1.724 -4.152
C -0.850 2.549 -3.427
C -2.679 -3.528 -5.090
C -1.279 -4.083 -5.262
C -3.638 -3.858 -6.047
H -6.960 -3.436 -6.730
H -5.961 -4.786 -7.292
H -5.697 -3.168 -7.936
H -6.366 -2.469 -4.640
H -5.748 -1.154 -2.686
H -4.100 -1.251 -2.025
H -5.215 -2.601 -1.826
H -2.043 -3.699 -1.817
H -3.379 -5.677 -1.388
H -4.697 -5.881 0.700
H -4.615 -4.052 2.373
H -3.274 -2.033 1.916
H 1.038 -1.426 -5.018
H 2.573 -0.217 -6.516
H 2.668 2.272 -6.429
H 1.074 3.490 -4.986
H -1.207 2.050 -2.525
H -1.708 2.713 -4.083
H -0.454 3.529 -3.163
H -0.784 -4.201 -4.298
H -0.660 -3.428 -5.885
H -1.319 -5.059 -5.748
H -3.345 -4.461 -6.907
Cl 0.634 -3.335 -0.802
C 0.468 -2.594 0.825
H 1.379 -2.853 1.361
H -0.359 -3.128 1.288
C 2.089 1.729 3.894
C 1.678 0.292 4.220
P 0.366 -0.327 3.078
C -0.988 0.902 3.378
C -1.287 1.404 4.795
C -0.160 -1.875 3.942
C -0.874 -1.778 5.289
H 2.966 2.025 4.473
H 1.284 2.435 4.114
H 2.337 1.813 2.837
H 1.333 0.206 5.252
H 2.534 -0.375 4.102
H -1.885 0.473 2.932
H -0.711 1.752 2.749
H -1.970 0.741 5.322
H -1.764 2.385 4.736
H -0.388 1.514 5.404
H 0.757 -2.464 4.043
H -0.802 -2.403 3.235
H -0.353 -1.122 5.988
H -0.936 -2.769 5.744
H -1.891 -1.409 5.160
```

Mulliken population analysis, charges in e, atoms 1 to 99: Ti -1.48; O -0.90; S 2.35; C -0.92; C 0.48; C -1.62; C 0.36; C -0.71; C -0.70; C -0.25; C -1.35; C -0.16; C -0.28; P 2.01; C 0.01; C -0.35; C -0.69; C -0.65; C -0.91; C -0.37; C 0.33; C -0.43; C -0.61; C -0.86; C -0.42; C -0.93; C -0.20; C 1.00; C -0.54; C -0.51; C -0.86; C 0.58; C -0.95; C -0.78; C 0.25; C -1.29; C 0.17; C -0.88; P 3.59; C 0.11; C -0.20; C -0.95; C -0.85; C -0.56; C 0.50; C 0.99; C -1.17; C -0.66; C -0.80; C -1.02; C -0.44; C -0.86; C -0.03; H 0.18; H 0.57; H 0.27; H 0.30; H 0.31; H 0.28; H 0.49; H 0.55; H 0.43; H 0.45; H 0.41; H 0.51; H 0.32; H 0.51; H 0.46; H 0.36; H 0.45; H 0.31; H 0.43; H 0.50; H 0.30; H 0.26; H 0.30; H 0.31; H 0.50; H 0.57; H 0.50; H 0.44; H 0.38; H 0.42; H -0.46; H 0.28; H 0.47; H 0.38; H 0.45; H 0.40; C -1.51; C 0.84; C -0.90; C 0.27; C 0.01; C -0.28; Te 0.98; N -0.62; C 0.91; O 0.88

=====

Among the records above, which one has the lowest max |F|?
C78H76ClNO2P3STeTi

=====

The highest molecular weight belongs to which entry?
C39H66F15N16O19S9

=====

max |F| of number 2 (C78H76ClNO2P3STeTi)?
2.29 eV/Å

=====

max |F| of number 2 (C78H76ClNO2P3STeTi)?
2.29 eV/Å